(1)
Here is the molecule C19H18N4O3 at a distorted geometry from the Open Molecules 2025 dataset. Energies are from ωB97M-V/def2-TZVPD.

Atoms and positions in Å:
C: -6.02462 -1.00144 2.63457
O: -5.44173 -1.71955 1.57657
C: -4.48957 -1.09617 0.81905
C: -3.94169 -1.84777 -0.21978
C: -2.97887 -1.31397 -1.04556
C: -2.51029 -0.00700 -0.86380
N: -1.56247 0.50044 -1.74973
C: -0.51040 -0.39005 -2.21339
C: 0.84965 0.32293 -2.25266
N: 1.02730 1.13275 -1.07071
C: 2.05575 0.95131 -0.22845
O: 2.98411 0.00987 -0.48532
C: 3.88105 0.10440 0.55557
C: 5.01641 -0.76024 0.60204
C: 6.02902 -0.83352 1.52890
C: 6.88579 -1.86012 1.08191
C: 6.33865 -2.33377 -0.07323
O: 5.20863 -1.67649 -0.37337
N: 3.57369 1.01921 1.41364
C: 2.41246 1.59279 0.95709
C: 1.77009 2.64101 1.61873
N: 1.24043 3.50635 2.15891
C: 0.00536 2.11738 -0.77233
C: -1.17947 1.88693 -1.71823
C: -3.06295 0.73475 0.17745
C: -4.04094 0.20379 1.00254
H: -6.54879 -0.10912 2.27581
H: -6.74335 -1.68008 3.09150
H: -5.27989 -0.70819 3.38212
H: -4.29661 -2.85541 -0.36745
H: -2.59755 -1.91344 -1.85713
H: -0.73822 -0.76421 -3.22116
H: -0.44413 -1.24787 -1.53613
H: 1.64933 -0.41634 -2.29684
H: 0.92385 0.95946 -3.14223
H: 6.12425 -0.22399 2.40215
H: 7.78466 -2.20005 1.55335
H: 6.64721 -3.10694 -0.74868
H: -0.31557 1.99495 0.26738
H: 0.40531 3.13251 -0.88697
H: -0.90837 2.19065 -2.73487
H: -2.02699 2.49798 -1.41253
H: -2.73735 1.74349 0.37725
H: -4.43318 0.82279 1.79400

The max |F| is 0.031 hartree/bohr. The gap between HOMO and LUMO is 0.2959 Ha. Its SMILES is COc1ccc(N2CCN(c3oc(-c4ccco4)nc3C#N)CC2)cc1. As for the energy above the lowest of the compared OMol25 structures with the same formula, charge and spin: 109.5 kcal per mole. The value obtained for the electronic energy is -1179.5075 Ha. The HOMO energy is -7.5 eV.


(2)
Here is the molecule C21H25ClFN3O at a distorted geometry from the Open Molecules 2025 dataset. Energies are from ωB97M-V/def2-TZVPD.

Atoms and positions in Å:
C: 2.51548 -4.40325 2.89482
C: 1.09027 -3.89825 2.79355
C: -0.03185 -4.32145 3.02236
C: -1.32443 -3.85939 2.87896
C: -2.52458 -4.82023 3.06741
C: -1.62344 -2.66505 2.46693
C: -0.30318 -1.91964 2.24110
N: -0.36086 -0.57756 1.86522
C: 0.39851 0.29211 1.30740
O: 1.68103 0.20306 1.18173
N: -0.10753 1.71754 1.30807
C: -1.33279 1.83463 1.24851
C: -2.15185 1.67006 0.27505
C: -1.79390 2.65276 -0.99637
N: -0.64817 2.49625 -1.51747
C: -0.02980 1.18976 -2.04060
C: 0.56267 1.54717 -3.36116
C: -0.03180 1.93845 -4.37473
F: -1.21791 2.17097 -4.31177
C: 0.40769 2.37269 -5.59306
C: 1.85632 2.35050 -5.68011
C: 2.84616 1.83350 -4.57273
C: 1.94584 1.46115 -3.47069
Cl: 3.17319 1.28228 -1.88579
C: 0.44404 3.34983 -0.61647
C: 0.91023 2.70037 0.65591
C: 1.04169 -2.63234 2.38157
H: 2.93582 -4.23419 3.74378
H: 3.20247 -3.99866 2.12552
H: 2.45281 -5.54997 2.54318
H: 0.02659 -5.64671 3.15345
H: -3.46002 -4.21334 3.06427
H: -2.28941 -5.18098 4.11752
H: -2.50217 -5.69847 2.35737
H: -2.58455 -2.17774 2.41759
H: -1.53194 -0.24010 2.07949
H: -1.33630 3.07639 1.60805
H: -1.88382 1.72206 2.43762
H: -2.01419 0.75029 0.07795
H: -3.20261 1.73181 0.53007
H: -2.55903 2.31375 -1.78640
H: -2.23897 3.60782 -0.69695
H: -0.95454 0.73787 -2.27883
H: 0.46174 0.84868 -1.28878
H: -0.08140 2.66907 -6.26155
H: 2.56831 2.63798 -6.65977
H: 3.78517 1.91474 -4.64413
H: 1.21326 3.52982 -1.43917
H: -0.23501 4.13940 -0.25342
H: 1.87278 1.90557 0.40275
H: 1.06746 3.40174 1.47483
H: 1.89649 -2.01277 2.00793

The max |F| is 0.343 hartree/bohr. The gap between HOMO and LUMO is 0.3068 Ha. Its SMILES is Cc1cc(C)cc(NC(=O)N2CCCN(Cc3c(F)cccc3Cl)CC2)c1. As for the energy above the lowest of the compared OMol25 structures with the same formula, charge and spin: 441.8 kcal per mole. The value obtained for the electronic energy is -1614.1208 Ha. The HOMO energy is -7.9 eV.


(3)
Here is a structure of composition C17H27BNO4P2V at a distorted geometry from the Open Molecules 2025 dataset. Energies are from ωB97M-V/def2-TZVPD.

Atoms and positions in Å:
V: 0.14722 0.13528 -0.27580
P: 2.19102 -0.88542 -0.01070
C: 2.49572 -1.35002 -1.81900
C: 1.19652 -1.65282 -2.55460
N: 0.06612 -1.09322 -2.04630
C: -1.11208 -1.31262 -2.68690
C: -1.20018 -2.09082 -3.84450
C: -0.03078 -2.65352 -4.36320
C: 1.18672 -2.43292 -3.71390
C: -2.35298 -0.70382 -2.04740
P: -1.92988 0.79818 -0.97640
H: 2.10242 -2.85292 -4.10340
H: -2.15058 -2.25762 -4.32930
H: -0.06728 -3.25532 -5.25950
H: -3.08388 -0.42282 -2.80570
H: -2.81178 -1.46362 -1.41470
H: 2.95912 -0.52462 -2.30010
H: 3.18552 -2.19172 -1.87420
H: 1.91232 3.95188 -2.67270
O: 2.75232 3.82388 -3.27080
H: 2.50652 4.15898 -4.17730
H: -1.40308 5.00138 -0.62050
O: -1.01798 5.80498 -1.10020
H: -1.46638 6.60488 -0.69310
C: -2.15118 2.18968 -2.22590
H: -3.13408 2.13448 -2.69370
H: -2.05558 3.15658 -1.73180
H: -1.39148 2.11618 -3.00490
C: -3.49148 0.96318 0.06200
H: -3.44948 1.87638 0.65640
H: -4.37398 1.00258 -0.57650
H: -3.58718 0.11138 0.73550
C: 2.25912 -2.56832 0.82730
H: 3.18132 -3.08802 0.56790
H: 2.21842 -2.44832 1.91010
H: 1.41272 -3.17722 0.50920
C: 3.84602 -0.11522 0.44520
H: 3.87282 0.11578 1.51000
H: 4.66222 -0.79922 0.21260
H: 3.99562 0.80588 -0.11930
O: -0.24978 -1.45192 2.54590
B: -0.50838 -0.24502 1.79730
O: -0.74008 0.85828 2.69660
C: -0.62688 0.30088 3.90740
C: -0.74258 0.94928 5.13570
C: -0.56388 0.19048 6.30380
C: -0.27698 -1.18902 6.22040
C: -0.16498 -1.82022 4.96680
C: -0.34388 -1.04412 3.82280
H: -0.95548 2.00988 5.18700
H: -0.64148 0.66808 7.27170
H: -0.13718 -1.76332 7.12660
H: 0.06312 -2.87462 4.89390

The max |F| is 0.065 hartree/bohr. The gap between HOMO and LUMO (spin up / spin down) is 0.2597 / 0.2641 Ha. As for the energy above the lowest of the compared OMol25 structures with the same formula, charge and spin: 0.0 kcal per mole. The spin multiplicity is 4. The value obtained for the electronic energy is -2671.1074 Ha. Its expectation value of S² is 3.773. The HOMO energy (spin up / spin down) is -10.4 / -10.5 eV. The net charge is +1.


(4)
Here is a structure of composition C46H43BF2LiNOP2S at a distorted geometry from the Open Molecules 2025 dataset. Energies are from ωB97M-V/def2-TZVPD.

Atoms and positions in Å:
Li: -0.10314 -2.14548 -0.50350
C: 1.44968 2.12469 -0.12363
N: 2.49314 1.32633 0.56985
C: 3.20848 0.31779 -0.17371
P: 2.52953 -1.36922 -0.01725
C: 3.84186 -2.35209 -0.86745
C: 4.56581 -1.74520 -1.89123
C: 5.63749 -2.40366 -2.46813
C: 6.02321 -3.69762 -2.05255
C: 5.22254 -4.29917 -1.07031
C: 4.16809 -3.64494 -0.47241
C: 2.78473 -1.63689 1.77618
C: 4.03126 -1.89229 2.38847
C: 4.09769 -2.03429 3.75104
C: 2.97372 -1.93740 4.55272
C: 1.72301 -1.63888 3.98953
C: 1.64024 -1.50233 2.60227
C: 3.22623 2.05553 1.55681
C: 4.49224 2.62187 1.35046
C: 5.05131 3.41099 2.36502
C: 4.33336 3.68665 3.53683
C: 3.07047 3.14033 3.71368
C: 2.55817 2.33872 2.73837
P: -0.07336 1.13283 -0.69629
C: -1.38978 2.32554 -0.11906
C: -1.40825 2.64859 1.24066
C: -2.36880 3.50426 1.78456
C: -3.36754 4.00049 0.95852
C: -3.36362 3.74338 -0.40410
C: -2.41057 2.90382 -0.94696
C: 0.01634 1.37499 -2.52274
C: 0.13013 2.59100 -3.18346
C: 0.47814 2.65339 -4.51862
C: 0.71222 1.49143 -5.22982
C: 0.53488 0.26490 -4.62369
C: 0.20843 0.19050 -3.26456
H: 1.87943 2.70449 -0.94446
H: 1.10799 2.84085 0.61010
H: 4.26965 0.32240 0.09531
H: 3.25838 0.56714 -1.25962
H: 4.29290 -0.78725 -2.24644
H: 6.14571 -1.86089 -3.23994
H: 6.88774 -4.20475 -2.48070
H: 5.49860 -5.28579 -0.69778
H: 3.60329 -4.08990 0.32232
H: 4.94315 -1.92968 1.79174
H: 5.03423 -2.29695 4.20311
H: 3.05884 -1.98976 5.62034
H: 0.82429 -1.57499 4.60325
H: 0.67081 -1.22388 2.16366
H: 5.05892 2.49818 0.41905
H: 6.03548 3.87709 2.17589
H: 4.74867 4.35714 4.28310
H: 2.52059 3.30757 4.65031
H: 1.61337 1.85681 2.89506
H: -0.59392 2.33641 1.90599
H: -2.29637 3.71688 2.85599
H: -4.15210 4.63958 1.35886
H: -4.15362 4.09083 -1.05372
H: -2.45085 2.70735 -2.02903
H: -0.00823 3.50255 -2.62267
H: 0.52808 3.62492 -5.00901
H: 0.95385 1.58805 -6.28355
H: 0.68119 -0.66123 -5.18225
H: 0.12922 -0.77704 -2.79733
O: -1.88306 -1.57250 -0.52752
S: -2.86321 -2.78094 -0.53378
C: -3.31872 -3.04411 1.22562
C: -4.01117 -1.93443 1.91210
C: -5.26168 -2.16440 2.44541
C: -6.00661 -1.15138 3.04544
C: -5.52483 0.13345 3.02361
C: -4.25558 0.39150 2.52345
C: -3.47424 -0.61409 1.98822
C: -4.41221 -2.08207 -1.20940
C: -4.20953 -0.85724 -2.04630
C: -3.44875 -0.87117 -3.22832
C: -3.44744 0.20549 -4.11960
C: -4.24255 1.33574 -3.82770
C: -4.95104 1.38456 -2.62261
C: -4.88161 0.31309 -1.73569
H: -2.32950 -3.27663 1.67314
H: -3.91259 -3.97155 1.26040
H: -5.66510 -3.15688 2.34750
H: -6.96328 -1.36571 3.52772
H: -6.12715 0.90589 3.46862
H: -3.84594 1.38650 2.56340
H: -2.49352 -0.37588 1.58986
H: -5.01771 -1.77988 -0.36577
H: -4.85412 -2.92141 -1.72632
H: -2.94228 -1.79773 -3.48026
H: -2.86503 0.13875 -5.05656
H: -4.29322 2.18704 -4.51309
H: -5.56516 2.24655 -2.33645
H: -5.38443 0.36367 -0.78191
F: 1.04836 -4.82712 -1.76239
B: 0.39605 -4.37156 -0.66492
F: 0.20019 -5.48020 0.11110

The max |F| is 0.037 hartree/bohr. The gap between HOMO and LUMO is 0.2527 Ha. As for the energy above the lowest of the compared OMol25 structures with the same formula, charge and spin: 0.0 kcal per mole. The value obtained for the electronic energy is -3221.7480 Ha. The HOMO energy is -6.4 eV.


- The highest electronic energy belongs to which entry?
  C19H18N4O3